This record from the Open Molecules 2025 dataset describes a cluster of 2 separate species, C2H2ClN in total in a non-equilibrium geometry. The level of theory is ωB97M-V with the def2-TZVPD basis set.

```
6
Properties=species:S:1:pos:R:3
C -1.1860 -1.6168 1.5295
C 0.4136 0.5613 -1.0689
N -0.3633 0.5499 -0.1264
Cl -0.6481 -0.7157 2.6765
H 1.0547 1.5361 -1.3308
H 0.7290 -0.3149 -1.6798
```

HOMO-LUMO gap (spin up / spin down), eV: 9.8321 / 6.9531
HOMO (spin up / spin down), eV: -9.7 / -7.7
ΔE to the lowest compared entry with this formula, charge and spin, kcal per mole: 143.07
DFT total energy, Eh: -592.1006
LUMO (spin up / spin down), eV: 0.1 / -0.7
Largest force on an atom, eV Å⁻¹: 2.963


This record from the Open Molecules 2025 dataset describes a structure of composition C2H2ClN2O3 in a non-equilibrium geometry. The level of theory is ωB97M-V with the def2-TZVPD basis set.

```
10
Properties=species:S:1:pos:R:3
C 2.0519 -0.1579 -0.7206
C -0.6203 0.4312 -0.1221
N -1.7084 -0.0673 0.2288
N -2.4281 -0.9583 0.6620
O 2.3154 0.5818 -1.5711
O 1.6951 -1.1952 -0.3641
O -3.5675 -0.8496 1.1754
Cl 2.8709 0.8579 1.1847
H -0.8575 0.8657 -1.0708
H 0.2485 0.4919 0.5978
```

HOMO-LUMO gap, eV: 8.4395
HOMO, eV: -5.3
ΔE to the lowest compared entry with this formula, charge and spin, kcal per mole: 21.47
DFT total energy, Eh: -872.8026
LUMO, eV: 3.2
Largest force on an atom, eV Å⁻¹: 3.218
Total charge: -1